1.
C44H95F3O23 | ωB97M-V/def2-TZVPD

XYZ file:
```
165
Properties=species:S:1:pos:R:3:forces:R:3
C 2.588345 -3.133111 -9.800731 0.3 1.1 -0.5
O 2.223927 -1.745101 -9.671538 -1.0 -0.7 -0.3
C 2.111602 -1.108988 -10.953873 -0.6 1.2 1.3
C 1.796614 0.412068 -10.685282 0.0 -1.9 1.7
O 0.621917 0.512394 -9.784375 1.1 -0.2 -0.8
C 0.545678 1.722322 -9.029553 0.6 1.2 -1.8
C 0.275159 2.921414 -10.038248 -1.9 -1.1 1.0
O -1.169173 3.142472 -10.364443 1.8 0.3 0.1
C -2.078080 2.055388 -10.597685 0.7 0.8 0.6
H 2.571664 -3.638538 -8.835135 0.1 0.4 0.0
H 3.584678 -3.103004 -10.241785 0.4 -0.6 0.2
H 1.959204 -3.688353 -10.496425 -0.4 0.1 0.0
H 1.318702 -1.496291 -11.593729 0.1 -0.7 0.0
H 3.121748 -1.189587 -11.355361 -0.1 0.2 -0.9
H 1.719561 0.985695 -11.608926 -0.2 -0.1 0.1
H 2.724132 0.630484 -10.156039 -0.2 1.1 0.4
H 1.478589 1.926004 -8.503912 0.6 0.0 -0.3
H -0.142627 1.658204 -8.186808 -0.6 -0.3 -0.6
H 0.852829 2.748793 -10.946334 -0.2 -0.2 -0.1
H 0.664940 3.851194 -9.623924 -0.5 0.1 0.1
H -2.324711 1.633075 -9.623543 0.0 -0.6 -0.2
H -1.718891 1.332752 -11.330391 0.1 -0.2 0.2
H -2.985302 2.526401 -10.976121 0.1 0.0 -0.1
C -8.889650 13.568313 7.334432 -1.4 3.0 0.2
O -9.049515 13.475172 5.917522 0.0 -3.1 -0.6
C -9.652107 12.195093 5.573595 0.9 -2.4 -0.2
C -9.566215 11.624431 4.075931 -0.8 4.0 0.4
O -8.276688 11.755383 3.490975 1.2 -2.9 2.0
C -7.316090 10.750353 4.102747 0.4 0.5 -1.2
C -7.754439 9.285413 3.943555 -2.0 2.3 -1.2
O -8.606559 9.029353 5.044597 0.9 0.8 0.6
C -9.031425 7.728048 5.072128 -0.3 -1.0 -0.5
H -9.398652 14.528266 7.421068 -0.3 0.3 1.0
H -7.938621 13.864597 7.776979 0.8 -1.0 -0.8
H -9.441965 12.920406 8.015075 0.1 -0.7 -0.6
H -10.608546 12.005250 6.060707 -1.1 1.1 -0.8
H -9.252533 11.330318 6.103321 1.6 0.3 0.5
H -10.134469 12.352502 3.497055 -0.2 0.0 -0.3
H -10.120084 10.698468 3.921273 0.6 -0.4 0.5
H -7.038950 10.922785 5.142736 -0.8 0.4 0.3
H -6.358086 10.938075 3.617887 -0.2 0.0 -0.6
H -7.058844 8.558108 3.524913 0.7 -0.3 1.3
H -8.463083 9.309300 3.115695 -0.1 0.2 -0.7
H -9.320858 7.413008 4.069588 0.2 -0.3 -0.4
H -9.968069 7.615150 5.618057 0.4 0.1 0.7
H -8.177409 7.153882 5.431412 -0.5 -0.8 0.2
C 5.052249 4.219819 6.786264 1.5 -0.8 -0.9
O 4.928068 3.054412 7.609486 -0.9 -0.7 0.2
C 5.077516 1.781029 6.974436 1.3 -0.1 -1.7
C 6.569495 1.323371 6.645105 -1.5 0.1 1.4
O 7.217910 2.157370 5.718369 0.5 -0.8 -0.9
C 8.033646 1.481326 4.713649 0.3 0.6 0.5
C 9.428577 1.010051 5.232384 -2.1 2.7 0.1
O 10.128961 2.267836 5.630348 0.8 -2.6 -1.9
C 10.078058 2.729848 6.921082 -2.0 0.9 1.7
H 4.408458 4.271673 5.908231 -0.4 -0.5 0.0
H 6.075547 4.132221 6.421176 0.1 0.7 -0.4
H 4.950774 5.184795 7.282896 -0.2 -0.6 0.8
H 4.571374 1.656966 6.017084 -0.3 1.0 -0.4
H 4.577816 0.966383 7.498610 0.3 0.4 1.0
H 6.538125 0.274597 6.349809 -0.2 -0.1 -0.6
H 7.033381 1.249762 7.628721 0.8 0.6 0.1
H 8.213864 2.194257 3.909071 0.0 0.4 0.4
H 7.502601 0.692498 4.180879 -0.3 -0.5 0.5
H 9.853989 0.562717 4.334040 0.8 0.1 0.5
H 9.203705 0.289213 6.018466 0.9 0.1 0.4
H 10.155772 2.026261 7.749952 0.6 -0.6 -0.3
H 9.094801 3.170190 7.086645 -0.5 0.1 0.1
H 10.712432 3.589653 7.136474 0.7 -0.4 -0.6
C 2.409776 -11.200424 0.511315 0.1 -0.8 1.2
O 1.100482 -10.646668 0.358446 0.4 0.0 -1.0
C 0.606457 -10.875590 -0.945685 0.2 -0.7 -1.3
C 1.278141 -10.096297 -2.111600 -1.8 -0.8 1.7
O 2.524170 -10.638651 -2.368592 1.1 -0.5 -0.9
C 3.207980 -10.235933 -3.590859 -2.2 0.4 0.9
C 4.325727 -11.180995 -3.965881 0.6 1.5 0.7
O 5.261876 -11.297168 -2.883119 -1.2 -2.5 0.2
C 4.998630 -12.606573 -2.207984 0.0 1.6 0.1
H 2.386862 -12.279217 0.357070 -0.2 -0.2 -0.4
H 2.681807 -11.130481 1.564494 -0.2 0.4 0.1
H 3.260714 -10.821806 -0.054936 -0.6 0.6 -0.4
H -0.471442 -10.799216 -1.088526 -0.2 1.3 1.0
H 0.611045 -11.922701 -1.248443 1.0 -0.7 0.4
H 1.194049 -9.066569 -1.764182 0.8 0.6 -0.5
H 0.534925 -10.255130 -2.892954 0.3 0.2 -0.8
H 3.373136 -9.170962 -3.427562 1.3 0.0 -0.2
H 2.481245 -10.216722 -4.403012 -0.3 -0.3 -0.3
H 4.846285 -10.713744 -4.801818 0.2 0.1 -0.1
H 3.950399 -12.121176 -4.369968 -0.1 -0.2 0.5
H 5.076441 -13.406600 -2.944202 0.5 -0.1 0.3
H 4.015596 -12.686427 -1.743928 -0.5 0.5 -0.6
H 5.613157 -12.656714 -1.309127 0.8 -0.2 -0.6
C -1.427500 0.796118 2.106844 -0.6 2.2 0.1
O -0.622495 1.670137 1.324992 -0.3 0.3 -0.2
C -1.383841 2.442749 0.362529 2.5 -2.1 -0.4
C -1.581416 1.573961 -0.874850 -2.0 0.7 0.3
O -0.406301 1.408772 -1.595320 2.0 -0.8 -1.3
C -0.082848 0.127233 -2.241277 -1.7 -0.4 3.3
C 0.255595 -1.001164 -1.161506 -1.2 -0.2 -0.9
O -0.817435 -1.237886 -0.283395 -1.8 0.1 2.3
C -0.604410 -2.345082 0.615668 -1.1 0.3 0.0
H -2.189796 1.484425 2.471874 -0.5 -0.2 0.7
H -0.829349 0.509254 2.971718 -0.1 -0.6 -0.4
H -2.004165 0.054924 1.553506 0.7 -0.5 0.0
H -0.666449 3.189282 0.021758 -0.3 0.5 0.3
H -2.326099 2.865768 0.710820 0.0 -0.1 0.3
H -2.299134 2.215899 -1.385632 -0.1 0.0 -1.1
H -2.150397 0.669941 -0.657776 0.4 -0.3 0.1
H 0.652542 0.165925 -3.044887 0.2 0.7 0.5
H -1.008684 -0.246766 -2.678374 -0.1 0.0 -0.3
H 1.078119 -0.902154 -0.453165 1.0 0.1 -1.1
H 0.027456 -1.924110 -1.694618 2.4 -0.4 -1.1
H -0.288870 -3.274752 0.142112 0.4 0.2 -0.4
H -1.560864 -2.605759 1.068816 -0.4 0.3 -0.3
H -0.014566 -2.155160 1.512391 0.7 0.5 -0.4
C 2.701965 -5.685862 7.293377 -0.8 0.8 0.6
O 1.304379 -5.720236 7.594796 -1.1 -0.5 -1.1
C 0.391094 -5.379220 6.512788 0.5 1.5 -0.3
C -1.073298 -5.502927 6.918961 -1.1 0.7 0.1
O -1.936555 -4.536465 6.205375 -0.6 0.1 0.3
C -3.373931 -4.417420 6.635201 1.8 -1.9 1.6
C -4.201970 -5.674095 6.178329 -0.2 2.0 -1.8
O -5.385851 -5.982413 6.872045 -0.2 -0.1 0.5
C -5.256395 -6.677904 8.113529 0.6 0.6 -0.6
H 3.191388 -6.003759 8.213977 0.0 -0.7 -0.3
H 3.050153 -4.655173 7.226011 -0.1 0.3 -0.6
H 2.953753 -6.229994 6.383086 0.1 -0.2 0.2
H 0.548621 -5.829410 5.532680 0.5 -1.0 0.3
H 0.545714 -4.334144 6.244428 0.0 0.5 0.3
H -1.094978 -5.259535 7.981225 -0.3 -0.3 0.2
H -1.451863 -6.496980 6.680977 0.0 -0.1 0.5
H -3.766778 -3.420045 6.437656 0.2 -0.3 -1.1
H -3.412539 -4.395681 7.724290 0.4 -0.3 0.4
H -3.523791 -6.472488 5.877083 0.0 -0.5 0.8
H -4.592691 -5.349238 5.214011 -0.1 -0.2 -0.3
H -5.068786 -7.732273 7.910553 0.2 -0.1 0.2
H -6.157783 -6.591029 8.720208 -0.1 0.2 -0.4
H -4.443599 -6.184693 8.646635 0.2 -0.5 0.4
C -5.317277 6.740701 -6.037039 -1.3 -0.5 1.2
C -5.435678 5.791412 -4.798019 -0.2 0.0 -2.0
O -5.871463 4.448878 -5.258089 3.1 -0.7 0.3
C -7.069340 4.127427 -5.599128 -2.1 5.0 2.4
O -7.971343 5.008320 -5.448718 1.7 -4.0 -1.3
C -7.203422 2.653838 -6.079771 1.1 1.5 2.1
F -7.230515 2.744587 -7.363980 0.5 -0.9 -2.4
F -6.181244 1.780110 -5.642226 -2.3 1.6 -0.9
F -8.387798 2.314731 -5.656987 -0.7 -1.8 0.6
H -4.841343 6.240276 -6.880347 0.3 0.0 0.3
H -4.760465 7.609244 -5.685330 0.0 0.1 -0.4
H -6.321086 7.033620 -6.344716 0.1 0.2 -0.1
H -6.113157 6.088832 -3.997600 0.1 0.3 -0.3
H -4.394212 5.730329 -4.482245 -0.4 -0.9 0.5
C 7.261119 0.022241 -6.497251 0.4 -0.1 1.0
C 6.843413 0.452190 -5.131586 -1.3 1.0 0.4
C 7.113432 -0.422126 -3.929170 0.8 -2.8 -0.9
O 7.665144 0.377900 -2.956629 -0.5 -0.1 1.4
C 7.714641 1.607004 -3.388580 3.2 2.1 -1.0
O 8.193264 2.493598 -2.743142 -1.1 0.1 -0.5
O 7.544500 1.635774 -4.779147 -0.8 0.6 1.8
H 8.289134 -0.330882 -6.416099 -0.1 -0.7 -0.3
H 7.327677 0.887391 -7.156937 -0.7 -0.2 -0.1
H 6.470380 -0.704014 -6.685421 0.6 -0.3 -1.2
H 5.762877 0.593966 -5.152517 -0.2 0.8 -0.1
H 7.883326 -1.114920 -4.268900 0.2 -0.5 0.3
H 6.341859 -0.998847 -3.419086 -0.5 0.1 -0.8
```
Forces are in eV/Å.

Values from the calculation:
**Net charge**: 0
**Energy**: -102392.882 eV
**Frontier orbital gap**: 9.14 eV



2.
C5H11NO | ωB97M-V/def2-TZVPD

XYZ file:
```
18
Properties=species:S:1:pos:R:3:forces:R:3
C 1.866853 0.485081 -0.673815 0.0 0.0 0.0
C 1.124775 -0.639119 0.054548 -0.1 0.0 0.0
C -0.409422 -0.477000 0.012229 0.0 0.0 -0.2
C -1.191608 -1.647558 0.608663 0.0 0.0 0.0
N -0.852099 0.762793 0.622537 0.0 0.3 0.1
C -1.167076 1.897318 -0.056165 0.1 0.0 0.1
O -1.380791 2.974574 0.460168 0.0 -0.2 -0.1
H 1.714222 0.424596 -1.759294 0.0 0.0 0.2
H 1.529039 1.470143 -0.333377 0.0 -0.1 -0.1
H 2.945082 0.436901 -0.488232 -0.2 -0.1 0.0
H 1.381403 -1.600989 -0.410760 -0.1 0.1 0.2
H 1.463736 -0.692525 1.099729 -0.1 0.0 -0.1
H -0.700511 -0.386520 -1.040586 0.1 -0.1 0.0
H -0.884191 -2.586265 0.139143 0.0 0.1 0.1
H -1.058513 -1.736000 1.694711 0.2 0.0 -0.2
H -2.261845 -1.502929 0.429515 0.2 0.0 0.0
H -0.783501 0.862956 1.627780 0.0 0.0 -0.1
H -1.209657 1.740240 -1.153380 0.0 0.0 0.2
```
Forces are in eV/Å.

Values from the calculation:
**Net charge**: 0
**Energy above the lowest of the compared OMol25 structures with the same formula, charge and spin**: 6.1 kcal/mol
**Energy**: -8901.433 eV
**Frontier orbital gap**: 10.64 eV